{"formula": "C10H40F2N21O14S2Sn", "method": "wB97M-V/def2-TZVPD", "symbols": ["Sn", "S", "S", "F", "F", "O", "O", "O", "O", "O", "O", "O", "O", "O", "O", "O", "O", "O", "O", "N", "N", "N", "N", "N", "N", "N", "N", "N", "N", "N", "N", "N", "N", "N", "N", "N", "N", "N", "N", "N", "C", "C", "C", "C", "C", "C", "C", "C", "C", "C", "H", "H", "H", "H", "H", "H", "H", "H", "H", "H", "H", "H", "H", "H", "H", "H", "H", "H", "H", "H", "H", "H", "H", "H", "H", "H", "H", "H", "H", "H", "H", "H", "H", "H", "H", "H", "H", "H", "H", "H"], "positions_angstrom": [[-8.819, -2.463, 10.605], [-11.932, -5.379, 11.426], [-10.814, -5.821, 9.357], [-9.932, -5.064, 8.134], [-11.415, -4.477, 12.661], [-15.501, -7.501, 6.884], [-12.581, -9.974, 9.650], [-9.061, -7.529, 6.155], [-17.432, -1.871, 10.443], [-10.950, -4.685, 17.605], [-11.364, -3.456, 4.715], [-6.458, -7.375, 13.169], [-13.344, -4.971, 11.279], [-12.042, -5.965, 8.662], [-13.247, -0.263, 13.495], [-7.389, -4.512, 9.094], [-11.640, -6.750, 11.861], [-11.471, -1.632, 7.996], [-9.867, -6.955, 9.545], [-16.209, -3.139, 11.843], [-13.906, -8.159, 9.801], [-12.571, -0.333, 9.438], [-7.197, -8.847, 6.028], [-15.425, -2.917, 9.990], [-13.189, -8.880, 7.902], [-5.312, -4.618, 9.697], [-11.450, -1.338, 12.942], [-16.728, -5.699, 6.723], [-12.987, -2.310, 14.080], [-5.964, -5.825, 8.085], [-8.655, -9.187, 7.547], [-8.042, -6.344, 11.954], [-12.029, -2.218, 10.114], [-10.864, -4.403, 15.362], [-10.807, -4.679, 10.356], [-12.045, -5.492, 5.198], [-9.978, -5.122, 5.174], [-7.069, -8.062, 11.073], [-10.671, -2.708, 16.588], [-14.731, -5.508, 7.535], [-13.188, -9.026, 9.164], [-8.336, -8.486, 6.515], [-7.130, -7.235, 12.100], [-12.576, -1.244, 13.476], [-15.672, -6.320, 7.089], [-11.130, -4.598, 5.004], [-11.858, -1.411, 9.087], [-16.486, -2.610, 10.706], [-10.790, -4.004, 16.613], [-6.272, -4.953, 8.967], [-13.183, -0.247, 10.236], [-11.197, -5.327, 15.124], [-16.924, -2.884, 12.509], [-10.544, -2.146, 17.417], [-4.359, -4.914, 9.544], [-8.556, -6.395, 11.086], [-10.168, -3.947, 14.791], [-7.654, -7.940, 10.258], [-6.697, -8.945, 11.393], [-8.071, -9.922, 7.919], [-13.882, -2.145, 14.519], [-6.628, -8.149, 5.571], [-9.896, -6.049, 5.567], [-9.589, -8.962, 7.858], [-11.596, -3.129, 10.078], [-6.551, -6.309, 7.420], [-12.923, -5.116, 4.869], [-14.432, -7.500, 9.246], [-12.705, -2.033, 10.841], [-11.892, -6.477, 5.357], [-8.418, -5.927, 12.794], [-5.036, -6.222, 8.121], [-14.012, -8.280, 10.799], [-14.845, -3.633, 10.402], [-14.003, -8.437, 7.500], [-15.382, -3.719, 11.819], [-15.485, -2.553, 9.049], [-14.953, -4.529, 7.646], [-13.776, -5.834, 7.584], [-11.180, -0.549, 12.372], [-6.787, -9.711, 6.354], [-9.145, -4.552, 5.143], [-5.532, -4.056, 10.507], [-10.744, -1.918, 13.371], [-17.452, -6.404, 6.723], [-12.670, 0.230, 8.605], [-10.495, -2.226, 15.718], [-16.926, -4.726, 6.903], [-12.745, -9.715, 7.548], [-12.341, -3.062, 14.268]], "forces_ev_per_a": [[-0.725, -2.129, -1.247], [-2.850, -0.666, 4.348], [5.792, -4.633, -7.954], [-0.816, 0.238, 1.437], [-0.098, -0.186, -0.745], [0.326, -1.884, 0.375], [0.703, -0.132, 1.337], [0.609, 0.126, -0.520], [0.786, -0.779, -0.382], [0.052, -0.013, -0.263], [-0.665, 5.501, -1.186], [-1.503, 0.373, -2.757], [3.654, -0.511, -0.386], [-0.528, -0.532, 0.914], [-1.718, 3.385, -1.289], [-5.050, 2.726, 1.107], [-0.314, 3.214, -1.735], [3.075, -1.026, -2.895], [-2.814, 2.631, 0.517], [-1.550, -0.986, 4.512], [-1.762, 2.536, 2.668], [0.283, 2.980, -2.086], [3.717, 0.037, -2.394], [1.827, 0.660, -4.528], [0.834, 0.414, -5.527], [4.664, 2.609, 4.496], [8.328, -0.083, -4.380], [-4.768, 0.743, -0.923], [-1.363, -3.046, 1.490], [1.421, -3.891, -3.919], [-2.270, -1.438, 2.768], [-3.151, 4.639, -0.500], [2.722, -3.978, 2.573], [-0.123, -2.001, -4.318], [-0.717, 0.497, 3.516], [-4.352, 0.368, -0.383], [4.888, 1.040, -0.107], [1.421, -1.771, -1.301], [1.128, 4.974, 0.920], [2.512, 1.400, 1.220], [1.365, -3.104, 2.885], [-1.940, 2.309, -0.027], [3.708, -2.352, 4.844], [-5.006, 0.580, 3.112], [2.649, -0.407, -0.542], [0.366, -5.469, 1.076], [-4.744, 1.946, 2.201], [-1.910, 2.617, -0.769], [-1.103, -1.705, 3.580], [-1.340, -0.772, -1.130], [0.081, 0.161, -0.287], [0.588, -0.040, 0.194], [0.672, -0.976, 1.032], [0.039, -0.397, 0.045], [-0.198, 0.102, 0.299], [-0.690, 0.214, 0.481], [-0.199, -0.781, -0.379], [-0.040, -0.567, 0.294], [0.063, -0.208, -0.877], [-0.609, 0.101, 0.102], [0.267, -0.710, 0.504], [-0.057, -0.586, -0.423], [0.590, -0.678, 0.554], [0.021, -0.731, 0.746], [-0.839, -0.172, -0.180], [-0.557, 0.619, 0.403], [-0.758, -1.090, 0.417], [-0.183, -0.017, 0.693], [0.257, -0.074, -0.061], [-0.001, 0.070, -0.178], [-0.011, -0.110, -0.264], [-0.172, -0.004, -0.056], [-0.281, 0.220, -0.308], [0.450, 0.182, -1.798], [-0.118, -0.232, -0.853], [-0.919, -0.082, 2.083], [0.835, -0.666, -0.160], [0.446, -0.287, 0.114], [-0.221, 0.250, 0.207], [0.321, 0.149, 0.527], [0.274, 0.377, -0.312], [0.089, -0.107, -0.062], [0.533, -0.190, -0.130], [-0.054, 0.193, -0.160], [-0.955, 0.766, -0.540], [-0.688, 0.830, 0.549], [-0.266, 0.000, 0.483], [-0.179, -0.409, 0.105], [-0.458, 0.204, -0.990], [-0.726, -0.373, 0.484]], "mulliken_spin": [0.000, 0.000, -0.001, -0.004, 0.000, 0.000, 0.001, 0.003, 0.000, 0.000, 0.799, 0.000, 0.000, 0.001, 0.000, 0.000, 0.000, 0.000, 0.000, 0.000, 0.000, 0.000, 0.000, 0.000, 0.001, 0.000, 0.000, 0.000, 0.000, 0.000, 0.000, 0.000, 0.000, 0.000, 0.000, 0.015, 0.243, 0.000, 0.000, 0.001, 0.000, -0.001, 0.000, 0.000, 0.000, -0.026, 0.000, 0.000, 0.000, 0.000, 0.000, 0.000, 0.000, 0.000, 0.000, 0.000, 0.000, 0.000, 0.000, 0.000, 0.000, 0.000, -0.017, 0.000, 0.000, 0.000, 0.003, 0.000, 0.000, 0.003, 0.000, 0.000, 0.000, 0.000, 0.000, 0.000, 0.000, 0.000, 0.001, 0.000, 0.000, -0.023, 0.000, 0.000, 0.000, 0.000, 0.000, 0.000, 0.000, 0.000], "homo_ha": [-0.4727, -0.4725], "spin_multiplicity": 2, "relative_energy_ev": 0.0000, "lumo_energy_ev": [-10.238, -10.501], "total_charge": 2, "orbital_gap_ev": [2.63, 2.36]}



{"formula": "C3H9NS2", "method": "wB97M-V/def2-TZVPD", "symbols": ["S", "S", "N", "C", "C", "C", "H", "H", "H", "H", "H", "H", "H", "H", "H"], "positions_angstrom": [[-1.266, 0.554, 2.154], [-1.950, 2.243, 1.246], [1.008, -0.692, -1.931], [0.749, -0.396, 0.531], [1.074, 0.259, -0.846], [-0.711, -0.602, 0.778], [1.297, -1.348, 0.538], [-3.273, 2.313, 1.516], [0.323, -0.559, -2.655], [1.374, 0.143, 1.244], [-0.973, -1.568, 1.220], [0.395, 1.052, -1.178], [2.057, 0.733, -0.723], [1.172, -1.663, -1.746], [-1.276, -0.471, -0.147]], "forces_ev_per_a": [[-0.299, -0.482, -0.401], [0.214, 0.681, -0.326], [0.388, -0.143, -0.616], [1.720, 0.018, -1.359], [-0.323, -0.385, 0.148], [-0.631, 0.648, 1.311], [-0.273, -0.199, -0.307], [0.118, -0.589, 0.048], [-0.041, 0.113, 0.218], [-0.920, 0.346, 0.609], [0.189, -0.001, -0.221], [-0.059, 0.148, 0.768], [0.058, -0.215, -0.377], [0.047, -0.047, 0.241], [-0.188, 0.106, 0.264]], "nbo_charge": [0.066, -0.154, -0.870, -0.450, -0.202, -0.503, 0.202, 0.127, 0.371, 0.226, 0.225, 0.194, 0.172, 0.363, 0.234], "homo_ha": -0.3190, "relative_energy_ev": 0.7404, "lumo_energy_ev": 0.599, "total_charge": 0, "smiles": "NCCCSS", "orbital_gap_ev": 9.28}